No. 1
Entry from the Open Molecules 2025 dataset: 2 unconnected molecules or ions with the total composition C3H2NOS (ωB97M-V/def2-TZVPD).

Results
charge	-1
frontier orbital gap (alpha / beta)	6.845 / 6.852	eV

Geometry as XYZ:
```
8
Properties=species:S:1:pos:R:3:forces:R:3
C 0.93794 0.35780 0.08776 2.5 -1.3 1.9
C -0.25951 -1.36987 -0.42180 1.8 1.7 0.0
C -0.26631 0.81295 -0.20940 -2.2 2.4 1.4
N 0.95883 -1.06446 -0.04435 -0.4 -0.4 -0.3
O -1.01236 -0.27852 -0.53819 -1.8 0.7 -0.5
S -1.35658 2.88617 1.28899 0.9 -1.8 -1.5
H 1.75225 0.87835 0.68432 -1.1 -0.7 -1.4
H -0.75426 -2.22241 -0.84733 0.5 -0.7 0.4
```
Forces are in eV/Å.

No. 2
Entry from the Open Molecules 2025 dataset: a molecular structure, C3H2NOS2 (ωB97M-V/def2-TZVPD).

Results
charge	-1
frontier orbital gap	5.646	eV

Geometry as XYZ:
```
9
Properties=species:S:1:pos:R:3:forces:R:3
C 0.81945 -0.08413 -1.14143 -0.7 -0.2 -1.5
C -1.72645 -0.16064 -0.51678 1.3 0.2 0.6
C 0.82190 0.18831 1.20932 -0.6 0.0 0.5
N 1.33620 0.09241 -0.04903 -0.3 0.1 1.2
O 0.89535 -0.22507 -2.31481 -0.1 -0.1 -0.4
S -2.69972 -0.35336 -1.77458 -0.3 -0.1 -0.5
S -1.47313 0.03324 1.03857 0.8 0.0 0.0
H 1.06541 -0.64769 1.86230 0.0 0.0 0.1
H 0.96100 1.15694 1.68643 0.0 0.0 0.0
```
Forces are in eV/Å.

No. 3
Entry from the Open Molecules 2025 dataset: a molecular structure, C3H2NOS2 (ωB97M-V/def2-TZVPD).

Results
charge	-1
frontier orbital gap	6.252	eV

Geometry as XYZ:
```
9
Properties=species:S:1:pos:R:3:forces:R:3
C 0.61075 -0.84890 0.53609 -0.8 1.2 -2.5
C -0.96265 0.42716 1.74750 0.3 -0.3 -0.2
C -0.05504 -0.29350 -0.76452 0.1 0.0 -0.9
N -0.11227 -0.46591 1.62013 -0.4 0.1 2.2
O 1.59872 -1.51181 0.49666 0.9 -0.8 0.5
S -0.00340 2.60681 -0.57013 5.7 7.7 -0.8
S -1.05314 1.21489 -0.39682 -5.3 -8.2 0.5
H 0.72908 -0.02128 -1.54724 -1.1 -0.5 1.1
H -0.75206 -1.10745 -1.12167 0.7 0.8 0.2
```
Forces are in eV/Å.

What did the first record say?
Entry from the Open Molecules 2025 dataset: 2 unconnected molecules or ions with the total composition C3H2NOS (ωB97M-V/def2-TZVPD).

Results
charge	-1
frontier orbital gap (alpha / beta)	6.845 / 6.852	eV

Geometry as XYZ:
```
8
Properties=species:S:1:pos:R:3:forces:R:3
C 0.93794 0.35780 0.08776 2.5 -1.3 1.9
C -0.25951 -1.36987 -0.42180 1.8 1.7 0.0
C -0.26631 0.81295 -0.20940 -2.2 2.4 1.4
N 0.95883 -1.06446 -0.04435 -0.4 -0.4 -0.3
O -1.01236 -0.27852 -0.53819 -1.8 0.7 -0.5
S -1.35658 2.88617 1.28899 0.9 -1.8 -1.5
H 1.75225 0.87835 0.68432 -1.1 -0.7 -1.4
H -0.75426 -2.22241 -0.84733 0.5 -0.7 0.4
```
Forces are in eV/Å.